Computed, not measured: a 3-piece molecular cluster, C21H29F16NO7S overall in a non-equilibrium geometry, with ωB97M-V/def2-TZVPD.

```
75
Properties=species:S:1:pos:R:3:forces:R:3:mulliken_charge:R:1
C 3.50893 0.28453 -0.64870 0.4 0.5 0.1 -1.018
C 4.23536 0.34022 -1.99002 -0.4 -0.3 -0.3 -0.066
C 3.63277 1.32186 -3.01095 0.4 0.3 0.1 -0.955
C 3.14654 2.67298 -2.45550 -0.2 0.1 -0.5 -0.462
N 1.73616 2.94676 -2.80652 0.1 0.0 0.2 -0.359
C 0.96638 3.52158 -1.73495 -0.1 -0.3 -0.5 0.073
C 0.13913 2.52601 -0.91869 0.1 0.8 0.2 -0.778
C -0.98129 3.44582 -0.41018 0.3 -0.1 1.0 0.394
C -2.37614 2.86395 -0.22019 -0.1 -0.4 -0.4 -1.347
C -2.97759 2.19788 -1.48038 0.0 0.4 0.3 -0.671
C -3.68286 0.91120 -1.05685 0.2 0.7 -0.3 -0.614
S -4.33580 -0.10812 -2.35819 -0.6 -1.2 0.8 1.193
O -5.75071 -0.25384 -2.14361 0.3 0.2 -0.2 -0.620
O -3.54285 -1.30702 -2.44800 -0.1 0.4 -0.2 -0.642
O -4.09621 0.74924 -3.67439 0.1 0.1 0.1 -0.460
C -0.90426 4.67076 -1.30012 -0.3 0.1 -0.4 0.220
O -1.48570 5.71099 -1.19292 -0.1 -0.4 -0.1 -0.602
O -0.00570 4.42593 -2.29621 0.3 0.2 0.2 -0.422
H 2.42598 0.29175 -0.78042 0.0 -0.3 0.0 0.207
H 3.75575 1.16261 -0.04358 -0.1 0.0 0.0 0.303
H 3.83219 -0.57604 -0.06521 -0.2 -0.1 0.0 0.314
H 5.30197 0.52726 -1.85605 0.0 0.1 0.2 0.271
H 4.17299 -0.65275 -2.44199 0.1 0.0 0.0 0.161
H 4.40957 1.53580 -3.75038 -0.1 -0.1 -0.1 0.321
H 2.80857 0.85938 -3.55199 -0.1 0.0 0.1 0.414
H 3.26040 2.73323 -1.37457 0.0 -0.1 0.0 0.358
H 3.76646 3.47174 -2.87386 0.1 0.0 0.2 0.356
H 1.69093 3.55910 -3.60901 -0.1 0.1 0.0 0.230
H 1.58720 4.12421 -1.05617 0.1 0.0 0.0 0.267
H -0.21555 1.71378 -1.54790 0.1 -0.1 0.0 0.283
H 0.76631 2.18614 -0.09564 -0.2 -0.5 0.0 0.330
H -0.68377 3.78130 0.59221 0.0 0.2 -0.1 0.487
H -2.31629 2.11060 0.57055 0.1 0.1 0.0 0.382
H -3.04383 3.64071 0.15257 0.0 0.0 0.0 0.481
H -3.68371 2.89426 -1.93413 0.0 -0.1 -0.2 0.406
H -2.19919 1.99037 -2.21474 -0.1 -0.1 0.0 0.611
H -4.53316 1.14959 -0.41997 0.0 -0.2 0.1 0.079
H -2.96647 0.27791 -0.53503 -0.2 -0.2 0.0 0.538
H -4.19240 0.12323 -4.41011 0.1 0.1 -0.1 0.354
C 6.57731 -4.48520 -0.96319 0.0 -0.3 -0.4 -0.909
C 6.22668 -3.01662 -0.66492 -0.2 -0.3 0.2 1.121
C 7.36896 -2.05573 -0.32081 0.0 0.1 -0.1 0.047
F 7.97808 -2.41329 0.82378 0.0 -0.2 0.1 -0.229
F 6.85361 -0.81605 -0.14880 0.0 0.0 0.0 -0.235
F 5.26794 -2.95226 0.28125 0.1 0.0 0.0 -0.293
F 5.69653 -2.53208 -1.82908 0.1 0.0 0.0 -0.332
O 6.36809 -5.43378 0.06467 -0.2 0.4 0.3 -0.389
C 7.33473 -5.79060 0.96166 -0.1 -0.1 -0.2 0.808
C 6.89456 -5.49318 2.39970 0.0 0.0 0.1 0.186
F 6.66762 -4.17526 2.55902 0.1 0.1 0.0 -0.218
F 7.88482 -5.86430 3.23953 0.0 0.0 0.0 -0.258
F 8.52804 -5.24255 0.68225 0.0 0.2 0.0 -0.290
F 7.48405 -7.13276 0.88225 0.1 -0.1 0.0 -0.305
H 5.85927 -4.77560 -1.72847 0.0 0.0 0.0 0.413
H 7.56666 -4.57904 -1.41167 0.1 0.1 0.2 0.338
H 8.10132 -2.02305 -1.13191 0.0 0.0 0.0 0.287
H 5.98524 -6.04918 2.63434 0.0 0.0 0.0 0.252
C -7.47639 -0.12813 1.85612 -0.1 0.1 -0.6 -0.776
C -8.04607 -1.18581 2.81488 0.3 0.0 0.1 0.865
C -8.92007 -0.71679 3.98266 -0.1 0.0 0.0 0.103
F -8.22100 0.04993 4.84121 0.1 0.1 0.0 -0.227
F -9.35612 -1.80600 4.65422 0.0 0.0 0.0 -0.264
F -7.05489 -1.97571 3.27654 0.0 0.0 0.0 -0.271
F -8.87669 -1.95769 2.05548 -0.1 0.0 -0.1 -0.327
O -6.12133 0.25664 2.03518 0.0 -0.1 0.7 -0.332
C -5.77600 1.29276 2.86156 -0.2 0.1 -0.5 0.766
C -4.81373 0.83990 3.96291 0.1 0.0 0.0 0.268
F -5.39309 -0.09942 4.72957 -0.1 0.0 0.0 -0.232
F -4.51086 1.90560 4.73547 0.0 0.0 0.0 -0.266
F -6.84063 1.93197 3.36819 -0.1 -0.1 0.1 -0.286
F -5.10894 2.20398 2.10280 0.1 0.0 0.0 -0.319
H -7.47426 -0.61590 0.88218 0.0 0.0 0.0 0.432
H -8.13660 0.73393 1.76653 0.0 0.0 0.2 0.346
H -9.78635 -0.15972 3.61599 0.0 0.0 0.0 0.292
H -3.90064 0.43606 3.52067 0.0 0.0 0.0 0.221
```
Forces are in eV/Å.

**Energy**: -92384.764 eV
**SMILES string**: CCCCN[C@@H]1C[C@H](CCCS(=O)(=O)O)C(=O)O1.FC(F)C(F)(F)COC(F)(F)C(F)F.FC(F)C(F)(F)COC(F)(F)C(F)F
**2S+1**: 1
**LUMO level**: 0.410 eV
**Gap between HOMO and LUMO**: 9.70 eV
**Highest occupied orbital energy**: -9.286 eV